Record 1
Molecular formula: C4H8O2
Method: DFT, wB97M-V/def2-TZVPD

Results
DFT total energy in eV: -8371.2707
HOMO level in eV: -9.458
Spin multiplicity: 1
SMILES: CCOCC=O
LUMO in eV: 1.00
Energy above the lowest of the compared OMol25 structures with the same formula, charge and spin in kcal per mole: 46.38

Last column: natural (NBO) charge in e.
CARTESIAN COORDINATES (ANGSTROEM)
1 C 0.173 1.832 -0.861  -0.622
2 C -0.720 0.929 -0.014  -0.055
3 O -0.412 -0.408 -0.417  -0.554
4 C -0.407 -1.586 0.371  -0.151
5 C 1.061 -1.733 0.726  0.423
6 O 1.552 -1.166 1.671  -0.512
7 H 0.180 1.450 -1.885  0.217
8 H 1.203 1.833 -0.493  0.212
9 H -0.185 2.868 -0.889  0.210
10 H -0.580 1.147 1.052  0.181
11 H -1.774 1.123 -0.251  0.168
12 H -0.738 -2.421 -0.268  0.187
13 H -1.037 -1.579 1.267  0.189
14 H 1.683 -2.291 -0.007  0.107

---

Record 2
Molecular formula: C4H12NO3
Method: DFT, wB97M-V/def2-TZVPD

Results
Charge: +2
DFT total energy in eV: -11952.2387
HOMO level (alpha / beta) in eV: -18.124 / -18.090
Spin multiplicity: 2
⟨S²⟩: 0.75
LUMO (alpha / beta) in eV: -7.87 / -13.81
Energy above the lowest of the compared OMol25 structures with the same formula, charge and spin in kcal per mole: 72.97

Last column: natural (NBO) charge in e.
CARTESIAN COORDINATES (ANGSTROEM)
1 O -2.575 -0.983 1.000  -0.424
2 C -1.944 0.058 0.986  0.353
3 C -0.392 0.218 0.928  -0.175
4 C -0.106 1.100 -0.344  -0.402
5 C 1.426 0.987 -0.861  -0.065
6 O 2.194 1.384 0.182  -0.325
7 N 0.346 -1.137 0.856  -0.725
8 H -2.683 0.873 0.944  0.222
9 H -0.099 0.921 1.727  0.282
10 H -0.330 2.151 -0.088  0.290
11 H -0.716 0.888 -1.258  0.288
12 H 1.775 1.283 -1.854  0.289
13 H 1.712 -0.108 -0.840  0.329
14 H 3.063 1.827 0.144  0.569
15 H 0.138 -1.565 1.712  0.470
16 H -0.302 -1.436 -0.014  0.513
17 H 1.381 -1.216 0.546  0.452
18 H 0.915 -1.913 -2.036  0.499
19 H -0.043 -1.196 -2.921  0.537
20 O 0.240 -1.242 -1.971  -0.977